[1]
# InNO3

A structure of composition InNO3 in a non-equilibrium geometry (the ωB97M-V functional and the def2-TZVPD basis, OMol25).

Output
* relative energy (zero: lowest compared OMol25 entry of this formula, charge and spin): 0.780 eV
* lowest unoccupied orbital energy: -0.6371 Eh
* total charge: +2
* HOMO: -20.95 eV

Each line ends with the Löwdin charge.
Geometry (Å):
In (-3.94399, -0.78499, -11.72723)  1.023
N (-6.58952, -0.09342, -15.65303)  -0.441
O (-7.24461, 0.17077, -16.67551)  0.483
O (-6.96753, -0.75000, -14.73504)  0.479
O (-5.44775, 0.33430, -15.39077)  0.455

***

[2]
# C2H16Li5O16S2

A structure of composition C2H16Li5O16S2 in a non-equilibrium geometry (the ωB97M-V functional and the def2-TZVPD basis, OMol25).

Output
* relative energy (zero: lowest compared OMol25 entry of this formula, charge and spin): 0.000 eV
* lowest unoccupied orbital energy: 0.0536 Eh
* total charge: -1
* HOMO: -5.05 eV

Each line ends with the Löwdin charge.
Geometry (Å):
Li (-0.53935, -0.67123, 2.38055)  0.694
Li (0.65341, 2.10621, 1.26380)  0.688
Li (1.94578, -2.83471, -0.25157)  0.762
Li (3.09049, 0.20814, 1.32423)  0.754
Li (-1.44526, 2.18906, -1.03420)  0.724
S (2.06935, -2.34128, 2.65642)  0.302
O (1.04635, -1.42046, 3.20398)  -0.434
O (2.66622, -3.21130, 3.63285)  -0.328
O (1.45277, -3.16482, 1.54270)  -0.501
O (3.13750, -1.46686, 2.01097)  -0.525
S (0.41271, -0.18805, -0.24151)  0.323
O (1.09402, -1.28221, -0.97839)  -0.415
O (1.30178, 0.40481, 0.77782)  -0.487
O (-0.03059, 0.89135, -1.12481)  -0.406
O (-0.74990, -0.77796, 0.44283)  -0.385
O (-1.13929, 3.23516, 0.66444)  -0.468
C (-1.84674, 3.04985, 1.85840)  -0.449
C (-1.62928, 1.81082, 2.70112)  -0.481
O (-0.35413, 1.34179, 2.88346)  -0.419
H (-2.93562, 3.02439, 1.61950)  0.094
H (-1.69669, 3.95512, 2.48321)  0.094
H (-2.25069, 0.99451, 2.21043)  0.084
H (-2.16921, 2.01496, 3.65453)  0.099
O (-1.26762, -2.06558, -2.44357)  -0.055
H (-0.54559, -1.83720, -1.83672)  -0.027
H (-1.71310, -1.22272, -2.59255)  0.025
O (2.52159, 2.33348, -1.87823)  -0.044
H (2.26969, 2.72572, -1.03835)  0.020
H (1.82419, 1.68685, -2.05108)  -0.008
O (-2.79365, 0.53196, -0.92862)  -0.095
H (-3.60020, 0.01073, -0.94113)  0.061
H (-2.21288, 0.07556, -0.27751)  0.007
O (-0.94263, -3.69136, 0.36980)  -0.087
H (-1.28877, -2.81142, 0.18000)  -0.011
H (-0.21602, -3.53471, 1.00893)  -0.018
O (-0.01649, 1.21001, -4.02181)  -0.076
H (0.74164, 0.59182, -3.95657)  -0.002
H (-0.24264, 1.33957, -3.09344)  -0.022
O (1.97267, -0.75984, -3.57533)  -0.059
H (1.90197, -0.94234, -2.61649)  0.009
H (1.52419, -1.50781, -3.98804)  0.060

***

[3]
# C34H38GeMnN5

A structure of composition C34H38GeMnN5 in a non-equilibrium geometry (the ωB97M-V functional and the def2-TZVPD basis, OMol25).

Output
* expectation value of S²: 4.117
* multiplicity: 4
* lowest unoccupied orbital energy (spin up / spin down): -0.0966 / -0.1049 Eh
* total charge: +1
* HOMO (spin up / spin down): -8.52 / -8.63 eV

Each line ends with the Löwdin spin population.
Geometry (Å):
Mn (0.43377, -1.09388, -1.74692)  2.478
C (4.16208, -2.21298, -0.53510)  -0.019
C (2.93235, -1.49034, -0.99801)  -0.130
N (1.71288, -1.96409, -0.98446)  -0.058
C (1.21271, -3.26329, -0.80128)  0.008
C (0.32321, -3.53264, -2.01433)  0.022
N (-0.79339, -2.60947, -2.14261)  0.021
C (-2.06697, -2.98793, -1.51683)  0.004
C (-2.38587, -2.17523, -0.25625)  0.015
N (-2.05588, -0.73128, -0.35840)  0.045
C (-2.74245, 0.03290, -1.44782)  0.019
C (-2.09570, -0.01718, -2.85047)  0.009
N (-0.65456, 0.07151, -2.77791)  0.066
C (-0.04140, 1.23273, -3.00791)  0.147
C (-0.73329, 2.46565, -3.50826)  0.020
C (1.34304, 1.21794, -2.66907)  0.034
C (2.37156, 2.08035, -3.06561)  -0.025
C (3.68103, 1.77414, -2.72271)  -0.016
C (3.96988, 0.63778, -1.97647)  -0.012
C (2.92040, -0.19509, -1.59402)  -0.036
N (1.65095, 0.14551, -1.90924)  -0.012
H (3.98365, -2.72234, 0.41068)  -0.003
H (4.97972, -1.51269, -0.39556)  0.000
H (4.47265, -2.95680, -1.27054)  -0.007
H (0.63688, -3.33271, 0.13563)  -0.003
H (1.99201, -4.04482, -0.76889)  0.003
H (-0.03200, -4.57944, -1.97594)  0.004
H (0.96073, -3.45172, -2.90663)  0.006
H (-0.98058, -2.53458, -3.14429)  0.006
H (-2.07724, -4.05061, -1.24420)  0.001
H (-2.87132, -2.82974, -2.24072)  0.000
H (-1.81543, -2.55148, 0.59684)  0.002
H (-3.45144, -2.28382, -0.03850)  0.002
H (-2.46985, -0.31413, 0.48797)  -0.001
H (-2.72723, 1.07204, -1.11025)  0.001
H (-3.78137, -0.30265, -1.50661)  0.003
H (-2.52932, 0.81244, -3.41867)  0.001
H (-2.38911, -0.93802, -3.36683)  0.001
H (-1.19369, 2.30679, -4.48417)  0.006
H (-0.02579, 3.28057, -3.60680)  0.000
H (-1.50850, 2.77603, -2.80664)  0.006
H (2.16766, 2.95584, -3.65713)  -0.002
H (4.48757, 2.40103, -3.07297)  0.000
H (4.98920, 0.38542, -1.73416)  0.000
C (-0.57657, -0.48521, -0.25246)  0.315
Ge (-0.35360, 0.58120, 1.39885)  0.038
C (-1.87072, 1.87896, 1.21889)  0.008
C (-1.62519, 2.99294, 0.41708)  0.003
C (-2.60658, 3.93781, 0.18501)  0.001
C (-3.86450, 3.78027, 0.74570)  0.001
C (-4.13375, 2.66652, 1.52023)  0.001
C (-3.14720, 1.71921, 1.74730)  0.002
C (1.28667, 1.57480, 1.87620)  0.000
C (1.14188, 2.85429, 2.39912)  0.000
C (2.22591, 3.53093, 2.92665)  0.000
C (3.47043, 2.92503, 2.95241)  0.000
C (3.62943, 1.65646, 2.42053)  0.000
C (2.54473, 0.98581, 1.88153)  -0.001
C (-0.61573, -0.87307, 2.75652)  0.013
C (-1.56992, -0.93506, 3.76074)  0.002
C (-1.66464, -2.05225, 4.57557)  0.002
C (-0.79401, -3.11479, 4.41098)  0.001
C (0.18862, -3.05124, 3.43595)  0.001
C (0.26736, -1.94086, 2.61776)  0.006
H (-0.64183, 3.11197, -0.01914)  0.001
H (-2.38948, 4.80564, -0.42059)  0.000
H (-4.62867, 4.52470, 0.58215)  0.000
H (-5.10955, 2.53915, 1.96517)  0.000
H (-3.37237, 0.86318, 2.37085)  0.000
H (0.16694, 3.32172, 2.40336)  0.000
H (2.09536, 4.52449, 3.33134)  0.000
H (4.31205, 3.43984, 3.39215)  0.000
H (4.60258, 1.18526, 2.44257)  0.000
H (2.67476, -0.00388, 1.46815)  -0.001
H (-2.23080, -0.09626, 3.92737)  0.000
H (-2.42141, -2.09155, 5.34571)  0.000
H (-0.87276, -3.98616, 5.04371)  0.000
H (0.89017, -3.86549, 3.32057)  0.000
H (1.03080, -1.87406, 1.85409)  0.002

***

[4]
# C17H15N3O

An isolated molecule of C17H15N3O in a non-equilibrium geometry (the ωB97M-V functional and the def2-TZVPD basis, OMol25).

Output
* SMILES string: O=C1NCC2=C1[C@@H](c1ccccc1)Nc1ccccc1N2
* relative energy (zero: lowest compared OMol25 entry of this formula, charge and spin): 0.929 eV
* lowest unoccupied orbital energy: 0.0193 Eh
* HOMO: -7.99 eV

Each line ends with the Löwdin charge.
Geometry (Å):
O (-0.78844, 3.35024, 1.89584)  0.051
C (-0.74666, 2.15142, 2.16988)  -0.504
N (-0.88080, 1.66678, 3.41809)  0.077
C (-1.35171, 0.25802, 3.35285)  -0.078
C (-1.24217, -0.02773, 1.85770)  -0.143
C (-0.82782, 1.11569, 1.20678)  -0.064
C (-0.58740, 1.37029, -0.25248)  -0.198
C (0.89836, 1.23844, -0.62688)  -0.144
C (1.52056, 2.27764, -1.35931)  -0.019
C (2.89308, 2.20580, -1.68004)  -0.074
C (3.65816, 1.13817, -1.19888)  -0.100
C (3.05410, 0.11840, -0.50194)  -0.090
C (1.70819, 0.18611, -0.20861)  -0.041
N (-1.45050, 0.50852, -1.07295)  0.047
C (-1.15684, -0.82099, -1.14905)  -0.274
C (-0.88983, -1.36565, -2.39362)  -0.007
C (-0.58190, -2.71658, -2.53777)  -0.084
C (-0.68744, -3.56285, -1.42706)  -0.096
C (-1.05794, -3.05268, -0.18832)  -0.027
C (-1.28219, -1.65585, -0.03109)  -0.161
N (-1.62945, -1.23041, 1.28510)  0.114
H (-1.24929, 2.32442, 4.10745)  0.154
H (-2.36701, 0.16091, 3.70558)  0.118
H (-0.66940, -0.38830, 3.97172)  0.136
H (-0.87346, 2.40205, -0.49155)  0.144
H (0.89481, 3.09832, -1.79203)  0.126
H (3.31323, 3.02461, -2.28263)  0.105
H (4.69565, 1.12227, -1.36879)  0.084
H (3.65478, -0.73018, -0.11437)  0.117
H (1.30191, -0.65872, 0.32537)  0.108
H (-2.43600, 0.68494, -0.90218)  0.146
H (-0.85094, -0.71924, -3.25853)  0.116
H (-0.31962, -3.19689, -3.49920)  0.109
H (-0.49569, -4.63607, -1.54462)  0.105
H (-1.18512, -3.69515, 0.65817)  0.096
H (-1.98523, -1.94574, 1.92738)  0.150

***

[5]
# C5H8O2

An isolated molecule of C5H8O2 (the ωB97M-V functional and the def2-TZVPD basis, OMol25).

Output
* SMILES string: C=CC(=O)CCO
* relative energy (zero: lowest compared OMol25 entry of this formula, charge and spin): 1.209 eV
* lowest unoccupied orbital energy: 0.0095 Eh
* HOMO: -9.81 eV

Each line ends with the Löwdin charge.
Geometry (Å):
C (1.23593, 1.95672, 0.82458)  0.055
C (1.15466, 0.68205, 0.44816)  -0.110
C (0.52066, 0.31596, -0.85739)  -0.418
O (0.41314, 1.11827, -1.76493)  0.081
C (-0.06970, -1.07601, -0.94117)  -0.111
C (-1.36821, -1.17065, -0.12161)  -0.251
O (-1.18516, -0.92368, 1.25892)  -0.068
H (1.64794, 2.24548, 1.78706)  0.066
H (0.87532, 2.74154, 0.16436)  0.075
H (1.47774, -0.12754, 1.09809)  0.108
H (-0.28874, -1.29684, -1.99052)  0.123
H (0.64389, -1.81531, -0.55810)  0.123
H (-1.75985, -2.18867, -0.19756)  0.119
H (-2.11964, -0.49269, -0.55019)  0.126
H (-1.17799, 0.03138, 1.40032)  0.082

***

[6]
# C2H6FNO

A cluster of 2 separate species, C2H6FNO in total in a non-equilibrium geometry (the ωB97M-V functional and the def2-TZVPD basis, OMol25).

Output
* SMILES string: CC(=O)F.N
* relative energy (zero: lowest compared OMol25 entry of this formula, charge and spin): 1.871 eV
* lowest unoccupied orbital energy: 0.0336 Eh
* HOMO: -10.61 eV

Each line ends with the Löwdin charge.
Geometry (Å):
C (-0.82194, -1.05868, 0.31832)  0.000
C (-1.26869, 0.17038, -0.32992)  -0.582
O (-1.26287, 0.31118, -1.44211)  0.220
F (-1.45206, 1.23915, 0.56172)  0.035
H (-0.80323, -1.77161, -0.53405)  0.116
H (0.23029, -0.88581, 0.27963)  0.040
H (-1.19013, -1.50982, 1.24987)  0.105
N (1.62647, 0.64282, -0.21239)  0.086
H (0.85984, 0.57980, 0.44211)  -0.008
H (2.46678, 1.01945, 0.44218)  0.121
H (1.61555, 1.26314, -0.77535)  -0.132

***

[7]
# C6H13NO

An isolated molecule of C6H13NO in a non-equilibrium geometry (the ωB97M-V functional and the def2-TZVPD basis, OMol25).

Output
* SMILES string: C=CC[C@H](C)NCO
* relative energy (zero: lowest compared OMol25 entry of this formula, charge and spin): 2.611 eV
* lowest unoccupied orbital energy: 0.0355 Eh
* HOMO: -9.08 eV

Each line ends with the Löwdin charge.
Geometry (Å):
C (2.05086, 1.62192, -2.29210)  -0.015
C (0.97884, 1.28828, -1.58100)  -0.191
C (1.03882, 1.25829, -0.06239)  -0.165
C (-0.27052, 0.52144, 0.40989)  -0.356
C (-0.53899, 0.61320, 1.91731)  -0.063
N (-0.34041, -0.83570, -0.30928)  -0.032
C (-1.44138, -1.66151, 0.03902)  -0.258
O (-1.16673, -2.42426, 1.27642)  -0.093
H (2.89778, 2.19610, -1.91576)  0.059
H (2.12847, 1.37835, -3.34399)  0.045
H (0.07416, 0.87416, -2.00670)  0.090
H (1.01822, 2.26968, 0.40404)  0.121
H (2.00932, 0.84243, 0.23065)  0.115
H (-1.18615, 0.96481, -0.07420)  0.137
H (0.34852, 0.83930, 2.51955)  0.073
H (-1.22373, 1.44149, 2.16154)  0.082
H (-0.89008, -0.29474, 2.41034)  0.052
H (0.55235, -1.26313, -0.10229)  0.115
H (-2.38562, -1.10962, 0.10492)  0.130
H (-1.49152, -2.51627, -0.62601)  0.110
H (-1.64707, -2.07506, 2.02169)  0.043

***

[8]
# C4H4N4O

An isolated molecule of C4H4N4O in a non-equilibrium geometry (the ωB97M-V functional and the def2-TZVPD basis, OMol25).

Output
* SMILES string: O=NNc1cnccn1
* relative energy (zero: lowest compared OMol25 entry of this formula, charge and spin): 3.641 eV
* lowest unoccupied orbital energy: -0.0270 Eh
* HOMO: -9.24 eV

Each line ends with the Löwdin charge.
Geometry (Å):
O (3.43230, -0.05006, -0.12514)  -0.103
N (2.30370, -0.47041, 0.34377)  0.057
N (1.33241, 0.54551, -0.15435)  0.010
C (0.00892, 0.23705, 0.04916)  -0.363
C (-0.97889, 1.25991, 0.07864)  -0.101
N (-2.27404, 1.00301, 0.07090)  0.072
C (-2.56586, -0.32554, -0.05620)  -0.110
C (-1.56858, -1.30985, -0.07989)  -0.137
N (-0.30454, -1.03079, -0.04627)  0.120
H (1.75132, 1.51662, -0.54648)  0.212
H (-0.55746, 2.32152, 0.14103)  0.129
H (-3.63217, -0.57135, -0.08948)  0.103
H (-1.79637, -2.36690, 0.04740)  0.111

***

[9]
# C5H17BrCaCl2Cs2F2IN4O16P3S3

A structure of composition C5H17BrCaCl2Cs2F2IN4O16P3S3 in a non-equilibrium geometry (the ωB97M-V functional and the def2-TZVPD basis, OMol25).

Output
* lowest unoccupied orbital energy: -0.1128 Eh
* HOMO: -4.96 eV

Each line ends with the Löwdin charge.
Geometry (Å):
O (2.69892, -1.94548, -0.34406)  -0.380
P (1.35238, -1.18868, -1.16401)  0.214
O (1.58727, 0.48362, -0.80014)  -0.712
C (-0.21076, -1.80368, -0.26792)  -0.372
N (-0.45998, -3.15401, -0.02015)  0.012
N (-1.62534, -3.26614, 0.64230)  0.088
C (-2.17073, -2.08629, 0.83094)  -0.125
N (-1.32104, -1.06211, 0.27189)  -0.266
P (-1.61247, 0.74301, 0.21224)  0.462
O (-2.34675, 1.25660, 1.64660)  -0.351
I (-3.24651, 1.01303, -1.76375)  0.068
H (2.75498, -1.45778, 0.50922)  -0.031
H (1.60933, 0.51803, 0.17888)  -0.053
H (0.13418, -3.93161, -0.28148)  0.158
H (-3.13301, -1.84908, 1.30902)  0.123
H (-2.97715, 0.60450, 2.00831)  0.051
Br (0.38836, 2.33636, -0.30920)  0.236
Cs (0.98106, -0.89141, -3.41218)  0.931
N (-6.39269, -2.19085, -2.05745)  -0.303
S (-5.39178, -2.97264, -2.98827)  0.457
O (-5.79622, -4.26421, -3.43733)  -0.282
O (-3.97791, -2.78910, -2.74573)  -0.359
F (-5.57930, -2.11663, -4.33963)  -0.227
S (-6.50346, -2.84050, -0.62368)  0.463
O (-7.62941, -2.35542, 0.11824)  -0.294
O (-5.29235, -3.00318, 0.12509)  -0.290
F (-6.93691, -4.32901, -0.92787)  -0.162
C (2.81718, 4.06199, 0.89454)  -0.171
O (4.16121, 4.57315, 0.92883)  -0.216
P (4.49164, 5.75219, 1.93844)  0.349
O (3.36412, 6.24897, 2.73627)  -0.227
O (5.19436, 6.84625, 1.01612)  -0.219
C (4.39910, 7.43105, -0.01078)  -0.099
O (5.71048, 5.16479, 2.76812)  -0.210
C (6.29689, 6.01584, 3.75234)  -0.100
H (2.17856, 4.74492, 0.33696)  0.067
H (2.82998, 3.10158, 0.39021)  0.007
H (2.42384, 3.92275, 1.90110)  0.081
H (3.43270, 7.75432, 0.38117)  0.090
H (4.24931, 6.71022, -0.81674)  0.087
H (4.92853, 8.29638, -0.40506)  0.087
H (5.62722, 6.11095, 4.60781)  0.089
H (6.50817, 7.00261, 3.33708)  0.087
H (7.23267, 5.56670, 4.08004)  0.087
O (3.24733, -1.26529, 2.92734)  0.145
H (2.30296, -1.11881, 3.24494)  0.105
H (3.60442, -2.14504, 3.23188)  0.131
H (3.84534, -0.51518, 3.19726)  0.124
O (-2.17328, -6.17894, -3.17399)  -0.844
S (-3.41774, -6.72221, -2.46511)  0.129
O (-4.26054, -7.39217, -3.45153)  -0.347
O (-4.13145, -5.62344, -1.86235)  -0.293
O (-2.99293, -7.67935, -1.42259)  -0.536
Ca (-2.19709, -5.04599, -5.12565)  1.497
Cl (-1.24198, -7.60252, 0.19168)  -0.044
Cs (-5.76891, 2.59908, -1.91426)  0.728
Cl (-1.56483, -8.07210, -3.58393)  0.358